Entry 1:
{"formula": "C29H37FeN9O3PS3", "method": "wB97M-V/def2-TZVPD", "homo_ev": [-13.44, -13.44], "multiplicity": 6, "total_charge": 2, "s_squared": 8.765, "symbols": ["Fe", "N", "C", "C", "C", "C", "C", "C", "N", "C", "C", "C", "S", "C", "N", "H", "H", "H", "H", "H", "H", "H", "C", "C", "N", "O", "H", "H", "H", "H", "H", "C", "C", "N", "C", "C", "N", "C", "N", "N", "N", "C", "C", "C", "C", "C", "C", "H", "H", "H", "H", "H", "H", "H", "H", "H", "H", "H", "C", "C", "C", "O", "P", "S", "S", "O", "C", "C", "C", "H", "H", "H", "H", "H", "H", "H", "H", "H", "H", "H", "H", "H", "H"], "xyz": [[-0.15880, 1.64267, -0.09292], [1.66096, 5.50031, 0.36636], [2.73320, 5.12185, -0.43224], [3.93928, 5.75699, -0.70651], [4.77956, 5.11915, -1.59201], [4.41432, 3.90211, -2.19363], [3.21850, 3.28019, -1.90501], [2.37209, 3.89137, -0.97689], [1.10219, 3.52750, -0.48684], [0.73695, 4.52910, 0.27718], [-0.59279, 4.55076, 0.85443], [-1.28703, 5.57477, 1.40150], [-2.88042, 5.06529, 1.72671], [-2.52547, 3.52435, 1.11656], [-1.29443, 3.37792, 0.70146], [1.58479, 6.35094, 0.89853], [4.20336, 6.70509, -0.25717], [5.72653, 5.57488, -1.84788], [5.08750, 3.45055, -2.91070], [2.93614, 2.36927, -2.41143], [-0.96631, 6.58382, 1.60739], [-3.26795, 2.74241, 1.07110], [0.76168, -1.83621, 0.50855], [0.87098, -0.79207, 1.58276], [1.47671, -1.17827, 2.70634], [0.46833, 0.38432, 1.49540], [1.76630, -2.13698, 0.19535], [0.20919, -1.46476, -0.34810], [0.25950, -2.72188, 0.89617], [1.81157, -2.11954, 2.82420], [1.60264, -0.52066, 3.45916], [0.41555, 0.01383, -3.14958], [1.52188, 0.07822, -2.15448], [1.48631, 0.72676, -1.00164], [2.72412, 0.57316, -0.40049], [3.50387, -0.18628, -1.20093], [2.73226, -0.50243, -2.30380], [3.10071, -1.47868, -3.33071], [2.42319, -2.71841, -3.11097], [1.29651, -3.02031, -3.82258], [0.78757, -4.09648, -3.36678], [1.57603, -4.53781, -2.31187], [1.43533, -5.66179, -1.49192], [2.37143, -5.83533, -0.49938], [3.42998, -4.91733, -0.31658], [3.58411, -3.81101, -1.12452], [2.62721, -3.65284, -2.13669], [-0.49008, 0.42800, -2.71085], [0.21601, -1.00493, -3.48159], [0.66048, 0.60395, -4.03579], [2.96259, 1.03375, 0.54343], [4.51962, -0.52908, -1.09371], [4.17597, -1.62907, -3.26982], [2.83926, -1.11522, -4.32013], [0.63251, -6.36880, -1.65437], [2.31018, -6.69830, 0.14983], [4.14989, -5.09884, 0.47185], [4.40679, -3.12221, -0.98350], [-3.58417, 0.74764, 3.69590], [-4.83005, 1.13467, 2.93404], [-6.04343, 0.28701, 3.23411], [-4.54330, 1.16591, 1.47257], [-4.07145, 0.05666, 0.48725], [-5.13568, 0.17963, -1.20442], [-2.26553, 0.32588, -0.24430], [-4.28449, -1.25059, 1.28632], [-3.92034, -2.67426, 1.05787], [-3.73444, -3.02301, -0.40017], [-2.71038, -2.94071, 1.91893], [-3.77837, 0.84706, 4.76430], [-2.74206, 1.39265, 3.43787], [-3.30955, -0.28826, 3.49427], [-5.07158, 2.17867, 3.12424], [-5.81846, -0.77648, 3.16921], [-6.86029, 0.52161, 2.55151], [-6.37785, 0.50888, 4.24807], [-4.78242, -3.20425, 1.45335], [-2.88660, -2.49269, -0.83623], [-4.62477, -2.79970, -0.98514], [-3.54687, -4.09430, -0.47177], [-1.90508, -2.26254, 1.63869], [-2.38253, -3.97164, 1.77822], [-2.93862, -2.79563, 2.97505]], "forces_ev_per_angstrom": [[0.5581, 0.7598, 0.6030], [0.1175, 0.0759, -0.0474], [-0.0320, 0.1243, 0.1906], [-0.0014, 0.0186, 0.0013], [-0.0105, -0.0487, -0.0479], [0.0152, 0.0432, 0.0123], [-0.0360, -0.0111, -0.0244], [-0.2299, -0.2299, -0.0708], [0.2886, -0.1160, -0.1432], [-0.0241, 0.1354, 0.0718], [0.1361, -0.1384, -0.0838], [-0.0657, 0.1137, 0.1226], [-0.1280, 0.0125, 0.0491], [0.0825, 0.0105, -0.0228], [-0.1390, -0.1426, 0.0020], [0.0045, -0.0018, -0.0009], [-0.0193, -0.0080, -0.0171], [-0.0092, -0.0235, 0.0082], [-0.0201, 0.0230, 0.0050], [0.0055, -0.0151, 0.0267], [-0.0087, -0.0344, -0.0330], [0.0282, 0.0203, 0.0351], [-0.0438, 0.0040, -0.0386], [0.1141, 0.1016, 0.2973], [-0.0179, -0.0853, -0.0259], [-0.2469, 0.0945, -0.0907], [-0.0838, 0.0217, 0.0073], [-0.0542, -0.0144, 0.0480], [0.0108, -0.0366, 0.0257], [-0.0027, 0.0055, 0.0088], [-0.0325, 0.0137, 0.0021], [0.0678, 0.0316, 0.0071], [-0.0237, 0.0042, 0.0109], [-0.0858, -0.1368, -0.4583], [-0.1104, 0.0510, -0.0658], [-0.0455, -0.1512, 0.0348], [0.2442, 0.0297, -0.1482], [-0.0928, -0.0197, 0.1527], [0.0185, -0.0007, -0.2200], [0.0503, -0.2373, 0.2275], [0.2993, 0.1902, 0.1000], [-0.3513, -0.2358, -0.1142], [-0.0047, -0.0541, -0.0035], [0.0096, 0.0323, 0.0174], [-0.0223, 0.0201, -0.0435], [-0.0703, -0.0441, -0.0450], [0.1457, 0.1886, 0.1066], [-0.0352, 0.0027, -0.0010], [0.0068, 0.0250, 0.0435], [0.0200, 0.0010, 0.0196], [-0.0041, -0.0002, -0.0365], [-0.0331, 0.0385, -0.0345], [0.0400, 0.0524, -0.0412], [-0.0543, 0.0092, -0.0304], [0.0093, 0.0265, 0.0152], [0.0094, 0.0113, -0.0038], [-0.0164, -0.0056, -0.0278], [0.0099, -0.0307, -0.0282], [0.0502, -0.0508, -0.0083], [0.0496, -0.0227, -0.0283], [-0.0171, -0.0766, -0.0528], [-0.1875, 0.1743, 0.2600], [-0.3493, 0.0060, -0.0101], [0.0748, 0.0608, -0.1045], [0.2786, -0.4051, -0.5074], [-0.0713, -0.4805, 0.1145], [0.0118, 0.0968, -0.0148], [-0.0159, 0.1340, -0.0439], [0.0337, -0.0429, 0.0786], [0.0166, 0.0030, -0.0083], [-0.0226, 0.0044, 0.0133], [-0.0141, 0.0117, 0.0241], [0.0101, 0.0621, -0.0527], [-0.0152, 0.0419, 0.0165], [0.0109, 0.0216, 0.0295], [0.0052, -0.0079, -0.0075], [-0.1016, 0.0269, 0.0195], [0.0136, -0.0370, 0.0024], [0.0007, -0.0176, 0.0193], [0.0080, -0.0001, 0.0139], [0.0780, -0.0031, -0.0434], [0.0142, 0.0262, 0.0121], [0.0020, 0.0041, -0.0252]]}

***

Entry 2:
{"formula": "C20H21CrN7O4", "method": "wB97M-V/def2-TZVPD", "homo_ev": [-6.39, -6.68], "multiplicity": 5, "total_charge": 0, "s_squared": 6.015, "symbols": ["Cr", "O", "C", "N", "C", "C", "C", "C", "C", "C", "N", "C", "O", "C", "C", "C", "C", "C", "N", "C", "C", "C", "C", "C", "N", "H", "H", "H", "H", "H", "H", "H", "H", "H", "H", "H", "H", "C", "O", "C", "O", "N", "N", "H", "H", "H", "H", "H", "H", "N", "H", "H", "H"], "xyz": [[-0.13256, 0.29288, 0.25872], [0.31640, 0.84255, -3.89860], [0.45086, 0.67386, -2.68515], [-0.40731, 0.91908, -1.68713], [-1.42014, 1.89836, -1.80084], [-1.91429, 2.41292, -2.99661], [-2.84791, 3.44340, -2.98826], [-3.30261, 3.96825, -1.79224], [-2.84297, 3.45290, -0.58459], [-1.92463, 2.40898, -0.57446], [-1.45393, 1.75537, 0.59006], [-2.10013, 1.80526, 1.76069], [-2.91231, 2.62703, 2.18308], [-1.81775, 0.59548, 2.64105], [-2.45335, 0.48575, 3.87514], [-2.34429, -0.69292, 4.58306], [-1.61042, -1.74502, 4.04567], [-0.98722, -1.54760, 2.83032], [-1.07359, -0.40493, 2.15133], [1.80315, 0.17090, -2.20344], [2.75664, -0.23342, -3.13286], [4.02656, -0.55378, -2.69133], [4.31436, -0.44621, -1.33543], [3.29950, -0.04795, -0.48306], [2.07034, 0.24051, -0.89972], [-1.54833, 2.00814, -3.92574], [-3.21352, 3.83511, -3.92950], [-4.02202, 4.77747, -1.78786], [-3.19951, 3.84530, 0.35385], [-3.04113, 1.32477, 4.21859], [-2.84210, -0.80564, 5.53791], [-1.52880, -2.69473, 4.55542], [-0.39618, -2.32787, 2.36660], [2.47532, -0.25602, -4.17607], [4.79236, -0.86347, -3.39115], [5.30377, -0.65531, -0.95092], [3.46920, 0.04578, 0.58433], [-0.33060, -3.48944, -2.17229], [0.56253, -3.85077, -1.09880], [0.80847, -2.87464, -0.22836], [0.29584, -1.77617, -0.30132], [1.70035, -3.28495, 0.70812], [2.14514, -2.40151, 1.68457], [-0.41363, -4.38017, -2.78518], [0.08465, -2.66215, -2.74405], [-1.30086, -3.20137, -1.77479], [2.07997, -4.21479, 0.62352], [3.13930, -2.23976, 1.58907], [1.93894, -2.75745, 2.60889], [1.33541, 1.45588, 2.11455], [0.80711, 1.26651, 2.95912], [1.09059, 2.39737, 1.82376], [2.31534, 1.45824, 2.37235]], "forces_ev_per_angstrom": [[0.1470, -0.2951, -0.2530], [0.0768, 0.0084, 0.0381], [-0.2887, -0.0954, 0.0174], [0.2551, 0.4121, 0.3372], [-0.1344, -0.0180, 0.0262], [0.0556, -0.0092, -0.0036], [-0.0261, 0.0274, 0.0366], [0.0254, -0.0296, -0.0312], [-0.0247, -0.0086, -0.0124], [0.1086, 0.0300, -0.0543], [-0.2876, -0.2329, -0.0437], [0.0483, 0.2358, -0.0906], [-0.0111, -0.0506, 0.0356], [-0.1735, -0.2008, 0.2584], [0.0358, 0.1281, -0.1603], [0.0179, -0.1443, 0.0952], [-0.0703, 0.1025, 0.0599], [0.1228, -0.0339, -0.0182], [0.1234, 0.2585, -0.2799], [0.0893, 0.0039, -0.0189], [-0.0293, -0.0007, -0.0052], [0.0134, 0.0030, 0.0417], [0.0016, -0.0091, -0.0437], [-0.0196, -0.0891, 0.0083], [0.0308, 0.0483, 0.0858], [-0.0065, 0.0032, -0.0097], [0.0029, -0.0033, -0.0018], [0.0001, 0.0006, 0.0081], [0.0022, -0.0045, -0.0018], [0.0002, 0.0067, -0.0165], [0.0065, -0.0005, -0.0040], [0.0081, -0.0036, -0.0054], [-0.0195, 0.0179, 0.0005], [-0.0028, 0.0040, 0.0020], [-0.0061, -0.0035, -0.0047], [-0.0047, 0.0001, 0.0026], [0.0067, 0.0040, 0.0097], [-0.0058, 0.0115, -0.0053], [0.0030, -0.0413, -0.0014], [0.1069, 0.0883, -0.1544], [-0.1328, -0.1586, 0.2113], [-0.0903, -0.0171, 0.0495], [0.0287, 0.0048, 0.0259], [0.0037, -0.0012, -0.0007], [0.0002, 0.0027, -0.0061], [0.0004, -0.0034, 0.0033], [0.0014, 0.0073, -0.0235], [-0.0118, 0.0246, -0.0260], [0.0250, -0.0227, -0.0116], [-0.0622, -0.0096, -0.0188], [0.0216, 0.0324, 0.0263], [0.0211, -0.0013, -0.0143], [0.0172, 0.0218, -0.0586]]}

***

What energy values result from the calculations? In sequence: -126400.249, -68125.442 eV.
What relative energy (zero: lowest compared OMol25 entry of this formula, charge and spin) values result from the calculations? In sequence: 15.7, 23.1 kcal/mol.
What molecular weight values result from the calculations? In sequence: 742.70, 475.43 g/mol.